# C35H52AsOP3Tc

A molecular structure, C35H52AsOP3Tc in a non-equilibrium geometry (ωB97M-V/def2-TZVPD, the OMol25 dataset).

The expectation value of S² is 3.80. The total charge is +4. The multiplicity is 4. The HOMO energy (spin up / spin down) comes out at -19.16 / -18.97 eV.

Cartesian coordinates (Å):
Tc (0.430, 0.352, -0.274)
P (1.896, 1.661, 0.899)
P (-1.032, 2.206, -0.447)
P (1.364, -1.929, -0.931)
H (-1.873, 2.206, -3.561)
C (-1.022, 1.567, -3.815)
C (-0.766, 0.457, -3.098)
H (-1.390, 0.087, -2.262)
C (2.486, 3.163, 0.009)
C (1.915, 2.262, 2.619)
C (3.432, 0.659, 0.775)
C (-2.817, 2.031, -0.917)
C (-1.247, 2.961, 1.227)
C (-0.750, 3.723, -1.469)
C (0.332, -3.460, -0.966)
C (2.689, -2.655, 0.146)
C (2.196, -2.201, -2.552)
H (-0.417, 1.812, -4.687)
H (-0.091, -0.299, -3.516)
H (3.358, 2.879, -0.593)
H (2.795, 3.936, 0.722)
H (1.707, 3.560, -0.642)
H (2.952, 2.255, 2.970)
H (1.308, 1.656, 3.292)
H (1.529, 3.289, 2.660)
H (4.259, 1.328, 1.020)
H (3.558, 0.270, -0.246)
H (3.395, -0.181, 1.484)
H (-3.237, 3.040, -1.020)
H (-3.372, 1.505, -0.139)
H (-2.916, 1.511, -1.870)
H (-1.138, 4.047, 1.141)
H (-0.502, 2.591, 1.944)
H (-2.244, 2.724, 1.619)
H (-1.695, 4.288, -1.501)
H (-0.494, 3.446, -2.498)
H (0.031, 4.367, -1.060)
H (1.000, -4.330, -1.066)
H (-0.359, -3.443, -1.810)
H (-0.232, -3.555, -0.024)
H (2.870, -3.685, -0.199)
H (2.347, -2.695, 1.188)
H (3.612, -2.083, 0.066)
H (2.771, -3.129, -2.494)
H (2.890, -1.396, -2.794)
H (1.455, -2.290, -3.348)
C (2.235, 1.623, -3.263)
C (2.848, 2.884, -3.480)
C (3.647, 3.056, -4.597)
C (3.661, 2.075, -5.596)
C (2.836, 0.952, -5.501)
C (2.126, 0.720, -4.328)
O (1.973, 1.232, -1.983)
H (1.057, 0.607, -1.817)
H (2.716, 3.639, -2.709)
H (4.200, 3.994, -4.738)
H (4.337, 2.183, -6.450)
H (2.721, 0.255, -6.339)
H (1.536, -0.179, -4.211)
C (-4.508, -3.991, 0.179)
C (-3.917, -3.315, -0.892)
C (-2.901, -2.380, -0.658)
C (-2.456, -2.154, 0.642)
C (-3.068, -2.805, 1.719)
C (-4.100, -3.727, 1.497)
As (-1.068, -0.795, 1.056)
C (-2.291, 0.057, 2.391)
C (-3.631, 0.282, 2.052)
C (-4.503, 0.849, 2.984)
C (-4.045, 1.164, 4.267)
C (-2.705, 0.964, 4.597)
C (-1.822, 0.416, 3.661)
C (0.027, -1.865, 2.359)
C (1.017, -1.187, 3.060)
C (1.816, -1.839, 4.003)
C (1.648, -3.211, 4.213)
C (0.714, -3.920, 3.438)
C (-0.094, -3.253, 2.510)
H (-5.298, -4.723, -0.010)
H (-4.242, -3.498, -1.915)
H (-2.427, -1.829, -1.484)
H (-2.748, -2.610, 2.751)
H (-4.580, -4.231, 2.336)
H (-4.007, -0.045, 1.081)
H (-5.542, 1.019, 2.708)
H (-4.737, 1.557, 5.008)
H (-2.337, 1.202, 5.596)
H (-0.783, 0.241, 3.924)
H (1.162, -0.119, 2.885)
H (2.544, -1.263, 4.583)
H (2.236, -3.723, 4.978)
H (0.590, -4.992, 3.582)
H (-0.818, -3.822, 1.928)

***

# C35H52AsP3SYb

A molecular structure, C35H52AsP3SYb in a non-equilibrium geometry (ωB97M-V/def2-TZVPD, the OMol25 dataset).

The expectation value of S² is 0.76. The total charge is +3. The multiplicity is 2. The HOMO energy (spin up / spin down) comes out at -14.97 / -14.97 eV.

Cartesian coordinates (Å):
Yb (0.216, -0.702, -0.310)
P (-2.826, 0.040, -0.095)
P (-0.249, -1.837, 2.360)
P (-1.446, -2.904, -1.205)
H (2.270, 1.062, -2.075)
C (1.631, 0.556, -2.813)
C (0.346, 0.897, -3.015)
H (-0.091, 1.807, -2.588)
C (-3.553, 1.655, 0.378)
C (-3.846, -1.044, 0.993)
C (-3.717, -0.160, -1.689)
C (1.499, -2.407, 2.407)
C (-0.357, -1.176, 4.069)
C (-1.111, -3.428, 2.690)
C (-1.504, -2.838, -3.043)
C (-2.769, -4.152, -0.976)
C (-0.007, -4.018, -0.934)
H (2.131, -0.184, -3.448)
H (-0.294, 0.346, -3.716)
H (-3.085, 2.466, -0.195)
H (-3.414, 1.857, 1.447)
H (-4.632, 1.666, 0.172)
H (-3.530, -0.899, 2.036)
H (-3.733, -2.103, 0.720)
H (-4.907, -0.768, 0.908)
H (-3.238, 0.495, -2.429)
H (-4.760, 0.159, -1.573)
H (-3.700, -1.195, -2.051)
H (1.644, -2.909, 3.374)
H (2.203, -1.565, 2.331)
H (1.719, -3.110, 1.591)
H (0.056, -1.914, 4.774)
H (-1.401, -0.966, 4.336)
H (0.179, -0.227, 4.175)
H (-0.805, -3.797, 3.682)
H (-0.893, -4.189, 1.930)
H (-2.198, -3.264, 2.681)
H (-1.378, -3.844, -3.468)
H (-0.718, -2.180, -3.437)
H (-2.467, -2.426, -3.366)
H (-2.544, -5.012, -1.619)
H (-3.747, -3.745, -1.252)
H (-2.820, -4.490, 0.064)
H (-0.119, -4.858, -1.636)
H (0.001, -4.405, 0.096)
H (0.961, -3.528, -1.142)
C (3.067, -3.345, -4.871)
C (4.072, -4.319, -4.686)
C (4.993, -4.552, -5.714)
C (4.935, -3.837, -6.920)
C (3.900, -2.913, -7.112)
C (2.968, -2.664, -6.100)
S (1.950, -2.931, -3.592)
H (2.659, -1.956, -2.882)
H (4.112, -4.880, -3.748)
H (5.770, -5.305, -5.581)
H (5.689, -3.998, -7.705)
H (3.807, -2.381, -8.056)
H (2.163, -1.940, -6.234)
C (-1.106, 3.218, 6.045)
C (-1.980, 2.393, 5.330)
C (-1.686, 2.006, 4.017)
C (-0.499, 2.458, 3.407)
C (0.372, 3.289, 4.121)
C (0.068, 3.660, 5.436)
As (-0.127, 1.990, 1.518)
C (-0.798, 3.686, 0.750)
C (-0.573, 3.938, -0.615)
C (-1.199, 5.026, -1.232)
C (-2.047, 5.866, -0.501)
C (-2.260, 5.620, 0.857)
C (-1.630, 4.540, 1.488)
C (1.788, 2.446, 1.576)
C (2.309, 3.607, 0.991)
C (3.691, 3.833, 1.025)
C (4.539, 2.918, 1.655)
C (4.011, 1.776, 2.273)
C (2.636, 1.533, 2.231)
H (-1.338, 3.506, 7.073)
H (-2.898, 2.044, 5.801)
H (-2.366, 1.344, 3.474)
H (1.296, 3.647, 3.670)
H (0.759, 4.299, 5.983)
H (0.080, 3.280, -1.196)
H (-1.051, 5.192, -2.300)
H (-2.560, 6.692, -0.999)
H (-2.945, 6.249, 1.427)
H (-1.817, 4.351, 2.545)
H (1.658, 4.334, 0.506)
H (4.097, 4.728, 0.554)
H (5.615, 3.090, 1.666)
H (4.672, 1.065, 2.776)
H (2.213, 0.640, 2.708)

***

# C35H52CoP3SSb

A molecular structure, C35H52CoP3SSb in a non-equilibrium geometry (ωB97M-V/def2-TZVPD, the OMol25 dataset).

The expectation value of S² is 6.05. The total charge is +3. The multiplicity is 5. The HOMO energy (spin up / spin down) comes out at -16.03 / -16.03 eV.

Cartesian coordinates (Å):
Co (-0.084, -0.420, -0.978)
P (-0.579, -1.740, -2.520)
P (1.630, 0.575, -1.651)
P (-1.939, 0.164, -0.088)
H (1.566, 4.822, -0.983)
C (0.593, 5.056, -0.541)
C (0.259, 4.647, 0.693)
H (0.974, 4.116, 1.334)
C (-1.332, -1.022, -4.020)
C (0.822, -2.696, -3.200)
C (-1.742, -3.066, -2.054)
C (2.162, 1.916, -0.536)
C (3.199, -0.357, -1.831)
C (1.630, 1.396, -3.287)
C (-1.935, 1.777, 0.778)
C (-2.658, -0.866, 1.259)
C (-3.403, 0.236, -1.194)
H (-0.063, 5.693, -1.138)
H (-0.700, 4.909, 1.155)
H (-1.300, -1.773, -4.821)
H (-0.788, -0.123, -4.335)
H (-2.374, -0.749, -3.820)
H (0.413, -3.505, -3.819)
H (1.423, -3.134, -2.393)
H (1.466, -2.057, -3.818)
H (-1.748, -3.811, -2.860)
H (-2.756, -2.668, -1.923)
H (-1.424, -3.552, -1.121)
H (3.020, 2.421, -1.000)
H (2.476, 1.504, 0.432)
H (1.369, 2.656, -0.375)
H (3.898, 0.269, -2.400)
H (3.044, -1.297, -2.371)
H (3.629, -0.578, -0.849)
H (2.668, 1.674, -3.518)
H (0.998, 2.295, -3.275)
H (1.262, 0.708, -4.059)
H (-2.910, 2.262, 0.644)
H (-1.164, 2.442, 0.371)
H (-1.742, 1.628, 1.848)
H (-3.557, -0.363, 1.644)
H (-1.940, -0.983, 2.082)
H (-2.947, -1.852, 0.877)
H (-4.183, 0.828, -0.698)
H (-3.782, -0.776, -1.387)
H (-3.157, 0.724, -2.147)
C (-2.567, 3.744, -2.383)
C (-3.517, 3.720, -3.442)
C (-4.548, 4.646, -3.478)
C (-4.642, 5.636, -2.489)
C (-3.698, 5.689, -1.455)
C (-2.666, 4.760, -1.397)
S (-1.374, 2.564, -2.313)
H (0.612, -1.725, -0.664)
H (-3.402, 2.953, -4.203)
H (-5.281, 4.606, -4.284)
H (-5.446, 6.371, -2.531)
H (-3.758, 6.468, -0.694)
H (-1.901, 4.801, -0.622)
C (-0.159, -6.182, 2.459)
C (-1.158, -5.352, 1.935)
C (-0.861, -4.027, 1.582)
C (0.428, -3.520, 1.781)
C (1.419, -4.338, 2.337)
C (1.133, -5.673, 2.654)
Sb (0.874, -1.441, 1.225)
C (0.380, -0.492, 3.149)
C (0.399, 0.902, 3.256)
C (0.114, 1.515, 4.486)
C (-0.165, 0.732, 5.614)
C (-0.157, -0.665, 5.506)
C (0.115, -1.279, 4.274)
C (3.034, -1.533, 1.413)
C (3.703, -0.539, 2.138)
C (5.103, -0.516, 2.161)
C (5.837, -1.505, 1.493)
C (5.167, -2.525, 0.807)
C (3.766, -2.544, 0.773)
H (-0.385, -7.218, 2.716)
H (-2.175, -5.729, 1.794)
H (-1.651, -3.399, 1.166)
H (2.422, -3.950, 2.525)
H (1.923, -6.311, 3.056)
H (0.632, 1.527, 2.388)
H (0.115, 2.604, 4.556)
H (-0.382, 1.208, 6.574)
H (-0.362, -1.285, 6.381)
H (0.122, -2.370, 4.203)
H (3.140, 0.216, 2.694)
H (5.615, 0.278, 2.707)
H (6.928, -1.486, 1.514)
H (5.726, -3.314, 0.298)
H (3.256, -3.350, 0.235)